# 1
DFT (ωB97M-V/def2-TZVPD) results for a single C5H6O molecule.

Last column: Löwdin charge in e.
Cartesian coordinates (Å):
H1 2.528 0.142 0.419  0.11
H2 0.955 2.243 0.063  0.10
C1 -0.705 -0.717 -0.356  -0.26
H3 0.740 -1.773 0.858  0.11
H4 -1.397 1.342 -1.015  0.14
H5 1.116 -1.746 -0.871  0.12
H6 -1.356 -1.299 -0.997  0.14
C2 1.462 0.131 0.145  -0.07
O1 -1.368 -0.008 0.692  0.00
C3 0.672 1.201 -0.051  -0.03
C4 0.701 -1.171 -0.038  -0.13
C5 -0.737 0.748 -0.364  -0.23

Output
ΔE to the lowest compared entry with this formula, charge and spin in kcal/mol: 32.8
SMILES: C1=C[C@@H]2O[C@@H]2C1



# 2
DFT (ωB97M-V/def2-TZVPD) results for 2 unconnected molecules or ions with the total composition C7H15F.

Last column: Löwdin charge in e.
Cartesian coordinates (Å):
H1 -2.091 -0.831 -0.038  0.06
H2 -0.134 2.734 -1.147  0.04
H3 0.407 -2.975 1.375  0.09
F1 -0.603 1.419 1.957  -0.04
H4 1.398 -1.823 -1.351  0.09
H5 -2.035 -1.532 -1.798  0.09
C1 -0.365 -1.924 -0.407  -0.40
C2 0.211 -1.997 0.984  -0.05
H6 1.284 2.755 1.807  0.06
H7 0.051 -2.377 -2.436  0.03
C3 -0.734 2.515 -0.317  -0.05
H8 -0.534 -1.596 1.587  0.06
C4 1.370 2.234 0.942  -0.02
H9 -1.751 2.217 -0.705  0.08
H10 1.654 2.835 0.168  0.05
C5 0.026 1.578 0.693  -0.39
H11 2.006 1.386 0.970  0.07
C6 -1.534 -1.410 -0.782  0.01
H12 -0.907 3.517 0.237  0.11
H13 0.012 0.699 0.150  0.07
C7 0.527 -2.453 -1.548  -0.04
H14 0.671 -3.462 -1.416  0.05
H15 1.071 -1.509 1.074  0.03

Output
ΔE to the lowest compared entry with this formula, charge and spin in kcal/mol: 29.4
SMILES: C=C(C)C.CC(C)F



# 3
DFT (ωB97M-V/def2-TZVPD) results for 4 unconnected molecules or ions with the total composition C4H12N4O8.

Last column: Löwdin charge in e.
Cartesian coordinates (Å):
H1 -0.690 2.982 1.427  0.10
O1 0.164 0.995 -0.837  0.02
C1 2.131 -0.220 -0.638  0.10
O2 0.977 -3.400 -0.318  0.04
O3 -0.190 -0.976 0.669  0.07
O4 1.234 4.493 0.651  0.06
H2 -1.301 2.744 -0.183  0.12
H3 2.613 -1.137 -0.979  0.10
O5 -0.117 4.687 -0.996  0.09
C2 -1.420 0.167 2.293  0.11
H4 -1.066 -2.198 -1.933  0.08
H5 0.228 2.026 0.278  0.00
N1 0.637 -0.118 -0.919  -0.34
O6 0.412 1.000 1.178  -0.05
H6 2.242 -0.107 0.441  0.10
H7 -2.178 -0.616 2.317  0.11
O7 -1.006 -4.068 0.229  0.04
H8 -1.483 -3.990 -2.242  0.10
H9 -1.775 1.197 2.263  0.09
N2 0.260 4.167 -0.001  -0.45
C3 -0.385 2.921 0.382  -0.01
H10 2.615 0.629 -1.119  0.11
N3 -0.329 0.059 1.249  -0.34
H11 -0.738 -0.004 3.126  0.11
O8 0.047 -1.153 -1.205  -0.07
C4 -0.754 -3.242 -1.929  0.02
N4 -0.207 -3.567 -0.572  -0.42
H12 0.080 -3.269 -2.631  0.10

Output
ΔE to the lowest compared entry with this formula, charge and spin in kcal/mol: 154.1
SMILES: C[N+](=O)[O-].C[N+](=O)[O-].C[N+](=O)[O-].C[N+](=O)[O-]



# 4
DFT (ωB97M-V/def2-TZVPD) results for 3 unconnected molecules or ions with the total composition C44H52BN4O6.

Last column: Löwdin charge in e.
Cartesian coordinates (Å):
O1 2.031 3.882 -8.197  0.12
H1 -2.533 4.560 -9.646  0.11
H2 1.227 4.592 -2.593  0.08
H3 -3.898 4.955 -7.622  0.11
C1 -3.812 -0.562 0.835  -0.27
C2 3.157 4.046 -3.334  -0.06
C3 7.219 -2.113 -0.179  -0.09
H4 2.389 5.219 0.415  0.08
C4 6.337 -1.047 0.362  -0.28
H5 -2.918 -4.023 2.920  0.12
C5 -3.967 -3.737 2.931  -0.21
H6 -2.783 -1.619 2.444  0.11
H7 -4.191 -7.565 7.745  0.09
H8 -1.500 4.887 2.294  0.07
H9 -3.512 -6.757 4.432  0.12
C6 -4.257 -2.924 1.684  -0.20
C7 -3.095 0.967 2.613  -0.08
H10 -0.614 0.156 -0.871  0.19
C8 -4.216 -6.311 5.126  -0.22
B1 -2.110 2.895 1.508  -0.56
H11 -4.672 -0.872 0.252  0.15
H12 -5.690 -4.954 2.384  0.11
C9 2.126 3.225 0.129  -0.26
C10 -4.297 0.511 1.822  -0.30
C11 -0.100 4.351 -7.309  -0.08
C12 5.734 -3.872 0.825  -0.28
H13 -4.171 -3.170 3.833  0.11
H14 7.590 -5.484 -0.229  0.12
C13 6.944 -3.463 0.062  -0.08
O2 6.592 0.129 0.198  0.11
C14 3.103 -0.839 2.265  -0.08
C15 -1.657 3.879 2.649  0.03
C16 8.333 -1.756 -0.929  0.00
C17 4.815 -2.803 1.314  -0.07
H15 0.195 2.959 -0.792  0.10
C18 -1.831 0.735 0.568  -0.30
C19 8.911 -4.079 -1.168  -0.05
C20 4.259 -0.476 1.596  -0.01
H16 -6.057 0.941 2.980  0.09
H17 4.961 3.493 -4.362  0.11
C21 0.578 1.259 0.498  -0.12
H18 -2.829 4.987 -5.398  0.12
C22 -2.236 4.808 -6.284  -0.01
H19 0.950 4.870 -0.210  0.06
C23 3.912 3.737 -4.463  -0.05
N1 -1.952 1.425 1.739  0.12
C24 3.325 3.747 -5.718  0.00
C25 -2.833 4.791 -7.533  -0.05
C26 -0.239 4.628 -4.819  -0.28
C27 -0.868 4.593 -6.166  -0.09
N2 1.935 4.629 -0.276  0.01
H20 1.884 -2.465 2.969  0.11
O3 -2.639 3.368 0.324  0.16
O4 -0.899 4.869 -3.824  0.08
C28 1.814 4.348 -3.461  -0.02
C29 -5.050 -7.220 7.166  -0.12
H21 -3.678 -5.751 5.885  0.11
H22 -3.320 0.716 -0.734  0.16
C30 3.650 -3.163 1.983  0.00
C31 -4.789 -5.027 2.986  -0.20
H23 -5.170 -0.508 3.558  0.09
H24 3.910 3.515 -6.598  0.12
C32 -5.222 -5.414 4.398  -0.17
H25 0.494 1.620 1.508  0.12
N3 -0.670 0.669 0.001  0.18
H26 -5.250 -2.511 1.806  0.10
H27 -5.240 -6.182 7.439  0.08
C33 -3.231 -1.809 1.473  -0.14
H28 -6.119 -0.534 2.099  0.08
C34 -2.065 4.566 -8.671  -0.05
O5 5.490 -5.039 1.042  0.12
H29 10.038 -2.459 -2.013  0.11
H30 9.574 -4.843 -1.551  0.11
H31 3.618 4.055 -2.356  0.09
H32 -6.149 -5.971 4.380  0.12
H33 3.099 2.911 -0.231  0.11
H34 2.438 -0.071 2.642  0.10
C35 2.793 -2.183 2.453  -0.06
H35 -4.298 -3.596 0.832  0.12
H36 -0.778 3.465 3.133  0.07
H37 -2.714 0.216 3.292  0.13
C36 -0.703 4.347 -8.560  0.00
H38 -5.397 -4.538 5.019  0.11
H39 -2.437 -2.227 0.864  0.12
H40 -0.104 4.168 -9.441  0.12
H41 8.538 -0.712 -1.122  0.12
C37 1.030 2.345 -0.464  -0.16
C38 1.361 4.081 -7.206  -0.28
H42 -4.626 1.355 1.219  0.15
H43 -1.932 3.739 -0.237  0.12
H44 3.420 -4.209 2.131  0.12
H45 -3.397 1.798 3.240  0.13
H46 -2.427 3.880 3.416  0.07
C39 5.113 -1.456 1.110  -0.08
C40 9.174 -2.738 -1.425  -0.05
H47 2.138 3.145 1.219  0.11
H48 4.502 0.567 1.446  0.12
H49 1.439 1.906 -1.367  0.12
H50 -4.213 -5.859 2.593  0.11
C41 1.218 4.343 -4.715  -0.08
C42 1.977 4.055 -5.850  -0.08
N4 -2.857 0.080 -0.090  0.12
O6 -4.872 -7.396 5.780  -0.19
H51 1.327 0.478 0.440  0.12
C43 7.799 -4.442 -0.427  0.00
C44 -5.462 0.085 2.698  -0.02
H52 -5.916 -7.798 7.468  0.09

Output
Charge: +1



Sequential gap between HOMO and LUMO output: 10.67, 10.26, 9.66, 8.11 eV
Sequential LUMO energy output: 1.2, 0.9, -0.6, -3.0 eV